--- w ---
Molecular formula: H21O11
Method: DFT, ωB97M-V/def2-TZVPD

- frontier orbital gap (spin up / spin down) (hartree) = 0.382 / 0.202
- highest occupied orbital energy (spin up / spin down) (eV) = -10.85 / -10.85
- spin multiplicity = 2

Each line ends with the Löwdin charge.
CARTESIAN COORDINATES (ANGSTROEM)
O1 1.645 -0.817 2.878  -0.061
H1 2.560 -1.087 2.742  0.033
H2 1.739 0.077 3.229  0.019
O2 -0.422 3.430 -1.826  -0.048
H3 -0.905 4.166 -2.205  0.040
H4 0.247 3.276 -2.496  0.032
O3 3.950 0.849 2.330  -0.052
H5 0.370 -3.930 -1.445  -0.006
H6 -1.582 -1.488 -1.492  0.019
O4 2.092 0.939 -2.043  -0.015
H7 2.616 1.404 -1.389  0.047
H8 1.342 0.821 -1.402  -0.024
O5 -2.336 1.127 0.942  -0.023
H9 -1.790 0.326 0.982  0.040
H10 0.560 -1.353 -0.275  -0.024
O6 -2.238 -2.016 -1.052  -0.026
H11 -1.820 -2.381 -0.270  0.034
H12 1.609 -2.328 -0.048  0.055
O7 0.781 -2.245 -0.508  -0.031
H13 3.107 0.706 1.910  -0.024
O8 -0.210 -4.622 -1.792  -0.054
H14 4.189 1.775 2.234  0.046
H15 -1.072 -4.448 -1.462  -0.005
O9 -4.887 0.515 -0.446  -0.042
H16 -4.558 1.167 0.141  -0.009
H17 -4.302 -0.222 -0.597  0.005
O10 0.359 0.530 -0.258  0.040
H18 -2.048 1.436 0.073  0.030
H19 -0.474 0.848 -0.565  0.022
O11 1.160 2.048 1.711  -0.052
H20 0.422 1.975 2.336  0.056
H21 0.722 1.611 0.953  -0.024

--- x ---
Molecular formula: H21O11
Method: DFT, ωB97M-V/def2-TZVPD

- frontier orbital gap (spin up / spin down) (hartree) = 0.384 / 0.218
- highest occupied orbital energy (spin up / spin down) (eV) = -11.25 / -11.24
- spin multiplicity = 2

Each line ends with the Löwdin charge.
CARTESIAN COORDINATES (ANGSTROEM)
O1 -2.669 -3.259 2.199  -0.064
H1 -1.869 -3.063 1.709  -0.007
H2 -3.376 -2.618 2.202  0.028
O2 -0.068 -3.077 -2.218  -0.048
H3 -0.362 -2.179 -2.407  -0.028
H4 -0.783 -3.692 -2.015  0.057
O3 3.860 -1.721 -0.649  -0.051
H5 -2.572 1.954 0.811  -0.008
H6 0.642 3.455 -3.755  0.037
O4 -1.359 -1.666 0.371  -0.021
H7 -1.057 -2.077 -0.459  0.028
H8 1.319 -0.764 0.833  0.006
O5 1.777 1.393 3.416  -0.063
H9 0.468 3.658 1.174  0.069
H10 -0.774 -0.860 0.368  -0.006
O6 1.239 3.924 -3.147  -0.065
H11 1.383 3.100 -2.646  0.028
H12 -0.680 1.024 -0.472  0.067
O7 -0.030 0.300 -0.350  0.006
H13 2.988 -1.827 -1.045  0.029
O8 -3.463 2.168 1.109  -0.052
H14 3.661 -2.016 0.249  0.036
H15 -3.335 2.113 2.063  0.043
O9 -0.914 -0.559 -2.791  -0.059
H16 -0.491 -0.563 -1.905  -0.009
H17 -1.308 0.326 -2.741  0.065
O10 -0.214 3.017 0.926  -0.037
H18 1.221 1.240 2.648  -0.016
H19 0.318 2.216 0.855  -0.005
O11 2.071 -0.371 1.279  -0.040
H20 1.754 0.541 3.859  0.036
H21 2.624 -0.117 0.528  0.043

--- y ---
Molecular formula: H21O11
Method: DFT, ωB97M-V/def2-TZVPD

- frontier orbital gap (spin up / spin down) (hartree) = 0.369 / 0.205
- highest occupied orbital energy (spin up / spin down) (eV) = -10.95 / -10.94
- spin multiplicity = 2

Each line ends with the Löwdin charge.
CARTESIAN COORDINATES (ANGSTROEM)
O1 0.322 3.367 -1.934  -0.085
H1 0.386 3.515 -0.971  0.036
H2 0.645 0.126 -1.196  0.065
O2 -0.291 0.436 -1.246  -0.086
H3 -1.288 -1.833 0.878  0.005
H4 -1.322 -0.279 -2.671  -0.029
O3 2.613 0.621 -3.756  -0.069
H5 -2.007 -3.134 0.642  0.060
H6 -1.043 0.736 3.705  -0.008
O4 3.064 -0.837 0.796  -0.061
H7 -1.172 1.220 2.432  -0.042
H8 -0.335 0.283 -0.204  -0.002
O5 -2.386 3.275 0.985  -0.049
H9 0.383 -0.695 3.779  0.026
H10 -0.581 2.974 -1.941  0.037
O6 -1.437 1.562 3.312  -0.096
H11 -0.929 -1.331 4.098  0.078
H12 -1.512 -1.829 -3.074  0.058
O7 -1.617 -0.876 -3.365  -0.093
H13 2.351 1.096 -2.948  0.024
O8 -1.142 -2.706 0.491  -0.052
H14 2.100 1.060 -4.449  0.041
H15 1.661 -3.398 -2.503  0.034
O9 1.805 -3.566 -1.572  -0.047
H16 1.010 -3.431 -1.070  -0.001
H17 0.628 0.293 1.574  0.065
O10 -0.238 -0.762 4.509  -0.037
H18 -3.201 3.606 1.354  0.039
H19 2.864 -0.431 1.670  0.040
O11 -0.288 0.275 1.274  0.081
H20 -2.395 2.416 0.551  0.026
H21 3.351 -1.754 0.847  0.045

Verdict on stability: y comes out at the bottom.

--- w ---
Molecular formula: C4H13N3
Method: DFT, ωB97M-V/def2-TZVPD

- frontier orbital gap (hartree) = 0.409
- SMILES string = N/C=[NH+]/CCC[NH3+]
- highest occupied orbital energy (eV) = -18.13
- net charge = +2

Each line ends with the Löwdin charge.
CARTESIAN COORDINATES (ANGSTROEM)
N1 0.623 1.942 3.188  0.182
C1 0.849 0.939 2.301  -0.034
N2 0.074 0.819 1.132  0.054
C2 0.411 -0.293 0.211  -0.167
C3 -0.711 -0.821 -0.756  -0.131
C4 -0.021 -1.055 -2.164  -0.151
N3 -0.998 -1.282 -3.227  0.192
H1 1.085 1.861 4.048  0.107
H2 -0.097 2.753 3.105  0.203
H3 1.577 0.077 2.561  0.198
H4 -0.543 1.622 0.907  0.176
H5 0.814 -1.283 0.762  0.188
H6 1.204 -0.072 -0.391  0.064
H7 -1.591 -0.184 -0.811  0.116
H8 -1.121 -1.715 -0.333  0.108
H9 0.677 -1.894 -2.120  0.143
H10 0.718 -0.153 -2.237  0.168
H11 -1.174 -2.256 -3.384  0.169
H12 -0.732 -0.858 -4.244  0.268
H13 -1.882 -0.878 -3.071  0.144

--- x ---
Molecular formula: C4H13N3
Method: DFT, ωB97M-V/def2-TZVPD

- frontier orbital gap (hartree) = 0.236
- highest occupied orbital energy (eV) = -17.24
- net charge = +2

Each line ends with the Löwdin charge.
CARTESIAN COORDINATES (ANGSTROEM)
C1 -0.959 0.322 -0.349  0.253
C2 -0.042 1.046 0.502  -0.160
C3 1.164 0.517 -0.232  -0.147
C4 1.479 0.627 -1.526  -0.014
N1 0.546 1.444 -2.233  0.085
N2 1.806 -0.596 0.694  0.268
N3 -2.127 -1.841 1.856  0.014
H1 -1.688 0.899 -1.027  0.158
H2 -1.334 -0.735 -0.234  0.113
H3 -0.363 2.155 0.432  0.187
H4 -0.163 0.981 1.587  0.157
H5 2.355 0.286 -2.086  0.165
H6 0.021 1.049 -3.010  0.135
H7 1.042 2.251 -2.588  0.128
H8 2.177 -1.323 0.041  0.189
H9 0.993 -1.124 1.060  0.165
H10 2.520 -0.270 1.397  0.215
H11 -2.607 -2.232 1.045  0.028
H12 -2.202 -2.490 2.626  0.036
H13 -2.620 -0.966 2.043  0.029

Verdict on stability: x comes out at the bottom.

--- w ---
Molecular formula: C4H13N3
Method: DFT, ωB97M-V/def2-TZVPD

- frontier orbital gap (hartree) = 0.430
- SMILES string = CC(C)=[NH+]C[NH2+]N
- highest occupied orbital energy (eV) = -20.19
- net charge = +2

Each line ends with the Löwdin charge.
CARTESIAN COORDINATES (ANGSTROEM)
C1 -0.918 2.159 1.222  0.041
C2 -0.981 0.629 0.597  -0.105
C3 -2.390 0.134 0.227  0.035
N1 0.219 0.107 0.373  0.086
C4 0.513 -1.279 -0.082  -0.074
N2 1.389 -1.424 -1.266  0.006
N3 2.579 -0.670 -1.007  0.119
H1 -1.655 2.552 1.803  0.047
H2 -0.872 2.881 0.343  0.130
H3 -0.011 2.443 1.827  0.111
H4 -2.824 0.839 -0.569  0.160
H5 -3.011 0.399 1.090  0.118
H6 -2.538 -0.860 -0.036  0.057
H7 1.115 0.590 0.665  0.191
H8 1.251 -1.708 0.782  0.206
H9 -0.486 -1.912 -0.030  0.194
H10 1.527 -2.366 -1.582  0.189
H11 1.044 -0.989 -2.174  0.233
H12 2.946 -0.395 -1.896  0.131
H13 3.104 -1.128 -0.288  0.125

--- x ---
Molecular formula: C4H13N3
Method: DFT, ωB97M-V/def2-TZVPD

- frontier orbital gap (hartree) = 0.365
- highest occupied orbital energy (eV) = -18.45
- net charge = +2

Each line ends with the Löwdin charge.
CARTESIAN COORDINATES (ANGSTROEM)
C1 2.573 0.306 -1.044  -0.094
C2 0.403 0.938 -2.020  0.070
C3 -2.072 -1.387 1.363  0.022
C4 -1.035 0.595 0.297  -0.046
N1 1.311 0.740 -1.189  0.050
N2 3.311 -0.288 -0.107  0.174
N3 -1.861 0.058 1.364  -0.042
H1 3.045 0.387 -2.055  0.187
H2 -0.525 -0.453 -0.498  0.196
H3 0.036 1.922 -2.078  0.114
H4 -0.271 0.144 -2.313  0.118
H5 -2.666 -1.657 2.145  0.083
H6 -2.551 -1.666 0.435  0.128
H7 -1.126 -1.859 1.611  0.122
H8 -0.079 1.014 0.508  0.061
H9 -1.703 1.176 -0.441  0.143
H10 4.167 -0.798 -0.478  0.182
H11 3.166 -0.156 0.922  0.164
H12 -1.396 0.518 2.195  0.224
H13 -2.727 0.469 1.382  0.143

--- y ---
Molecular formula: C4H13N3
Method: DFT, ωB97M-V/def2-TZVPD

- frontier orbital gap (hartree) = 0.357
- SMILES string = N/C=C(\[NH3+])CC[NH3+]
- highest occupied orbital energy (eV) = -17.20
- net charge = +2

Each line ends with the Löwdin charge.
CARTESIAN COORDINATES (ANGSTROEM)
N1 -1.370 2.523 0.118  0.043
C1 -0.305 1.524 0.095  -0.026
C2 -0.516 0.150 0.290  -0.216
N2 -1.868 0.094 0.953  0.187
C3 0.461 -0.904 0.355  -0.175
C4 0.890 -1.346 -1.068  -0.011
N3 2.479 -1.774 -0.821  0.189
H1 -1.782 2.849 -0.715  0.086
H2 -1.180 3.402 0.685  0.147
H3 0.714 1.910 0.170  0.134
H4 -2.488 0.952 0.999  0.178
H5 -2.441 -0.666 0.537  0.180
H6 -1.889 -0.215 1.980  0.213
H7 1.226 -0.691 1.145  0.161
H8 0.222 -1.823 0.771  0.109
H9 0.648 -0.493 -1.738  0.136
H10 0.593 -2.371 -1.445  0.154
H11 3.050 -0.889 -1.070  0.206
H12 2.975 -2.460 -1.336  0.140
H13 2.480 -1.954 0.222  0.166

Verdict on stability: x comes out at the bottom.

--- w ---
Molecular formula: C4H13N3
Method: DFT, ωB97M-V/def2-TZVPD

- frontier orbital gap (hartree) = 0.331
- SMILES string = CN(C)/[N+](C)=C\[NH3+]
- highest occupied orbital energy (eV) = -18.42
- net charge = +2

Each line ends with the Löwdin charge.
CARTESIAN COORDINATES (ANGSTROEM)
C1 -1.381 1.116 1.117  -0.007
N1 -0.412 0.156 0.611  -0.114
C2 -0.301 -1.047 1.496  0.016
N2 0.268 0.417 -0.494  -0.086
C3 0.310 1.800 -0.943  0.030
C4 1.000 -0.343 -1.285  0.000
N3 1.012 -1.793 -1.147  0.284
H1 -0.871 1.952 1.596  0.118
H2 -2.125 1.384 0.364  0.114
H3 -1.984 0.603 1.955  0.143
H4 0.779 -1.334 1.654  0.121
H5 -0.749 -1.007 2.469  0.103
H6 -0.754 -2.004 1.131  0.111
H7 1.247 2.363 -0.661  0.153
H8 -0.568 2.540 -0.754  0.159
H9 0.419 1.610 -2.069  0.135
H10 1.669 0.248 -1.841  0.153
H11 1.737 -2.018 -0.511  0.162
H12 1.262 -2.024 -2.164  0.241
H13 0.179 -2.236 -0.796  0.163

--- x ---
Molecular formula: C4H13N3
Method: DFT, ωB97M-V/def2-TZVPD

- frontier orbital gap (hartree) = 0.376
- SMILES string = N/C(=C\[NH3+])CC[NH3+]
- highest occupied orbital energy (eV) = -16.88
- net charge = +2

Each line ends with the Löwdin charge.
CARTESIAN COORDINATES (ANGSTROEM)
N1 1.386 -1.515 -0.241  0.170
C1 0.603 -0.474 -0.555  -0.317
C2 1.054 0.689 -1.108  -0.093
N2 2.468 0.885 -1.098  0.155
C3 -0.925 -0.594 -0.182  -0.135
C4 -1.124 0.340 0.945  -0.172
N3 -2.617 0.255 1.313  0.148
H1 1.219 -2.154 0.521  0.141
H2 2.182 -1.719 -0.727  0.087
H3 0.458 1.540 -1.462  0.145
H4 2.719 0.336 -0.194  0.194
H5 2.778 1.892 -0.902  0.218
H6 3.079 0.419 -1.812  0.197
H7 -1.223 -1.808 0.060  0.210
H8 -1.498 -0.503 -1.095  0.125
H9 -0.893 1.387 0.675  0.141
H10 -0.654 0.065 1.961  0.175
H11 -3.048 0.758 0.470  0.193
H12 -3.058 -0.714 1.302  0.198
H13 -2.907 0.914 2.130  0.222

Verdict on stability: w comes out at the bottom.

--- w ---
Molecular formula: C4H13N3
Method: DFT, ωB97M-V/def2-TZVPD

- frontier orbital gap (hartree) = 0.346
- highest occupied orbital energy (eV) = -17.67
- net charge = +2

Each line ends with the Löwdin charge.
CARTESIAN COORDINATES (ANGSTROEM)
C1 -1.585 -1.851 -0.927  -0.056
C2 -1.477 -0.675 0.097  -0.184
C3 -0.704 0.488 -0.439  0.079
N1 2.468 2.104 0.244  0.238
C4 1.234 2.253 0.618  -0.177
N2 0.422 1.209 0.889  0.010
N3 -0.494 -2.877 -0.483  0.202
H1 -1.248 -1.569 -1.924  0.136
H2 -2.525 -2.392 -0.802  0.145
H3 -2.482 -0.340 0.391  0.139
H4 -1.165 -1.109 1.060  0.129
H5 0.199 0.197 -0.961  0.109
H6 -1.219 1.437 -0.357  0.122
H7 2.822 1.155 0.270  0.150
H8 3.143 2.860 0.312  0.161
H9 0.942 3.273 0.900  0.166
H10 0.112 1.328 1.854  0.125
H11 0.310 -2.785 -1.106  0.172
H12 -0.868 -3.829 -0.453  0.182
H13 -0.153 -2.596 0.438  0.153

--- x ---
Molecular formula: C4H13N3
Method: DFT, ωB97M-V/def2-TZVPD

- frontier orbital gap (hartree) = 0.354
- SMILES string = N/C=C(\[NH3+])CC[NH3+]
- highest occupied orbital energy (eV) = -16.43
- net charge = +2

Each line ends with the Löwdin charge.
CARTESIAN COORDINATES (ANGSTROEM)
N1 1.749 -2.400 -0.735  0.134
C1 1.087 -1.242 -0.964  -0.101
C2 0.917 -0.230 -0.087  -0.257
N2 1.621 -0.224 1.207  0.248
C3 -0.095 0.863 -0.343  -0.133
C4 -1.437 0.626 0.396  -0.118
N3 -2.501 1.574 -0.132  0.208
H1 1.811 -3.057 -1.499  0.130
H2 2.428 -2.539 -0.006  0.112
H3 0.566 -1.220 -1.910  0.150
H4 1.612 -1.128 1.685  0.178
H5 1.193 0.475 1.824  0.176
H6 2.608 0.069 1.156  0.195
H7 -0.314 0.796 -1.408  0.128
H8 0.246 1.860 -0.068  0.129
H9 -1.799 -0.377 0.174  0.141
H10 -1.388 0.753 1.473  0.133
H11 -2.155 2.523 -0.299  0.179
H12 -2.881 1.223 -1.013  0.182
H13 -3.268 1.654 0.548  0.186

Verdict on stability: w comes out at the bottom.